Here is a single C7H15ClO2Si molecule in a non-equilibrium geometry from the Open Molecules 2025 dataset. Energies are from ωB97M-V with the def2-TZVPD basis set.

Calculated values
E_LUMO (spin up / spin down) = -0.4 / 0.3 eV
Strongest force on any atom = 4.488 eV Å⁻¹
E_tot = -1175.78813 a.u.
Relative energy (zero: lowest compared OMol25 entry of this formula, charge and spin) = 39.7 kcal/mol
HOMO-LUMO gap (spin up / spin down) = 7.199 / 8.788 eV

ORCA input file:
```
! wB97M-V def2-TZVPD RIJCOSX def2/J DEFGRID3
* xyz 0 1
C 2.2095 1.3672 -0.9919
C 0.8774 0.9035 -1.5831
C 2.4685 0.6594 0.3463
C -0.3440 1.0079 -0.7075
C 1.5890 0.8638 1.4478
C -1.0005 -3.1631 -0.6880
C -2.3586 0.5127 1.9472
O -0.4694 -1.9032 -0.5135
O -1.7637 -0.5300 1.2934
Si -1.3022 -0.5207 -0.2663
Cl 1.5826 2.2262 2.3869
H 3.0375 1.1465 -1.7184
H 2.0396 2.3801 -0.9223
H 0.8446 1.4874 -2.4644
H 0.9273 -0.0529 -1.9279
H 2.3757 -0.4012 0.1037
H 3.4718 1.1219 0.6025
H -0.8220 1.9375 -0.5732
H 0.8360 0.0862 1.8911
H -0.6826 -3.5390 -1.6649
H -2.1776 -3.0819 -0.7435
H -0.6581 -3.9554 -0.0380
H -2.1259 0.5437 2.9916
H -3.5198 0.4361 1.9323
H -2.1352 1.4264 1.4072
H -2.6272 -0.8622 -0.8532
*
```

Here is a molecular structure, C7H15CrO13 in a non-equilibrium geometry from the Open Molecules 2025 dataset. Energies are from ωB97M-V with the def2-TZVPD basis set.

Calculated values
E_LUMO (spin up / spin down) = 1.8 / 1.8 eV
<S²> = 6.00
Strongest force on any atom = 3.301 eV Å⁻¹
E_tot = -2298.46224 a.u.
Relative energy (zero: lowest compared OMol25 entry of this formula, charge and spin) = 39.8 kcal/mol
HOMO-LUMO gap (spin up / spin down) = 5.998 / 6.813 eV

ORCA input file:
```
! wB97M-V def2-TZVPD RIJCOSX def2/J DEFGRID3
* xyz -1 5
Cr -0.2260 0.6239 0.3434
O -2.4536 0.8009 -3.4537
C -2.3069 1.1738 -2.1445
O -1.4378 0.4968 -1.4755
O -3.0374 2.0354 -1.6781
H -1.6328 0.4200 -3.7758
O -3.4691 -0.4609 2.6664
C -3.1434 0.5992 1.8316
O -1.9258 0.7396 1.5234
O -4.0910 1.3583 1.5443
H -4.4219 -0.2433 2.7435
O 1.2249 4.3413 -0.8178
C 0.1739 3.9392 -0.0263
O 0.2032 2.7034 0.3239
O -0.7033 4.7458 0.2601
H 1.7087 3.5235 -0.9800
C -0.2052 -2.2341 1.8461
C 0.8865 -1.3242 2.3847
O 0.7111 0.0708 2.2423
O -0.6770 -1.6601 0.6341
H -1.0901 -2.3905 2.4704
H 0.2508 -3.2276 1.7666
H 1.7478 -1.6106 1.7690
H 1.0971 -1.6632 3.4012
H 0.8555 0.5560 3.0570
H -1.1386 -2.2423 0.0245
C 1.6968 -0.6281 -1.7732
C 2.7260 -1.7219 -1.4124
O 3.5156 -2.0473 -2.5632
O 1.5687 0.3544 -0.7405
H 0.7430 -1.1565 -1.7720
H 1.8753 -0.1537 -2.7361
H 2.2061 -2.6154 -1.0530
H 3.4184 -1.4442 -0.6161
H 2.9123 -2.3953 -3.2279
H 2.4383 0.7373 -0.5866
*
```

Here is 2 unconnected molecules or ions with the total composition C7H15F2N3 in a non-equilibrium geometry from the Open Molecules 2025 dataset. Energies are from ωB97M-V with the def2-TZVPD basis set.

Calculated values
E_LUMO = 0.4 eV
Strongest force on any atom = 1.597 eV Å⁻¹
E_tot = -639.65249 a.u.
HOMO-LUMO gap = 9.045 eV

ORCA input file:
```
! wB97M-V def2-TZVPD RIJCOSX def2/J DEFGRID3
* xyz 0 1
N 1.2084 1.0323 -1.5003
C 0.6312 0.9812 -0.3668
N 0.5300 2.1717 0.3713
C -0.9208 2.4757 0.4172
C -1.5942 1.3905 1.2511
C -1.2908 -0.0145 0.7106
N 0.0415 -0.2016 0.0742
C 0.9817 -1.1240 0.7306
C 1.1123 -2.5115 0.0645
C 0.1077 -2.7891 -1.0257
F -1.1643 -2.9286 -0.4651
H 1.4615 1.9972 -1.8861
H 1.1645 0.2294 -2.1116
H 0.8110 1.9477 1.3259
H -1.0589 3.4668 0.8474
H -1.2498 2.5125 -0.6257
H -1.2452 1.4802 2.2862
H -2.6768 1.5323 1.2643
H -2.0416 -0.2805 -0.0367
H -1.3730 -0.7564 1.5053
H 0.6835 -1.2421 1.7759
H 1.9647 -0.6470 0.7328
H 0.9586 -3.2837 0.8233
H 2.1206 -2.6635 -0.3291
H 0.0449 -1.9873 -1.7650
H 0.3447 -3.7204 -1.5426
F 0.4488 2.9327 -2.5260
*
```

Here is a molecular structure, C7H15F2N7O3RhSe from the Open Molecules 2025 dataset. Energies are from ωB97M-V with the def2-TZVPD basis set.

Calculated values
E_LUMO (spin up / spin down) = -2.6 / -6.1 eV
<S²> = 6.02
Strongest force on any atom = 0.720 eV Å⁻¹
E_tot = -3596.02707 a.u.
Relative energy (zero: lowest compared OMol25 entry of this formula, charge and spin) = 6.0 kcal/mol
HOMO-LUMO gap (spin up / spin down) = 7.491 / 6.060 eV

ORCA input file:
```
! wB97M-V def2-TZVPD RIJCOSX def2/J DEFGRID3
* xyz 1 5
Rh -0.2698 -0.3309 -0.7748
N -1.0198 -1.9406 0.8875
N -2.2956 -2.4175 0.5895
C -2.9162 -2.0390 -0.5542
N -4.0329 -2.6854 -0.8575
N -2.3380 -1.0352 -1.2237
N -2.8354 -0.6691 -2.4690
O -2.1587 0.1568 -3.0345
O -3.8921 -1.1066 -2.8827
H -0.3357 -2.6847 0.7898
H -0.9927 -1.5215 1.8090
H -2.6404 -3.2228 1.0895
H -4.3399 -3.4649 -0.3024
H -4.5105 -2.4273 -1.7094
Se 0.5986 2.0911 -4.8623
C 0.5372 1.5868 -3.1279
N 0.4964 1.2559 -2.0196
F 0.5471 -1.9943 -2.9433
C 0.8103 -2.0004 -1.5904
F 0.3236 -3.2208 -1.1216
H 1.9007 -2.0619 -1.4709
C 2.7620 3.0695 2.2029
N 2.3678 1.7918 1.6233
C 3.4187 0.9012 1.1456
C 1.1032 1.4113 1.5114
C 0.0096 2.3485 1.9336
O 0.8301 0.2675 1.0729
H 3.7669 2.9665 2.6040
H 2.1012 3.3440 3.0208
H 2.7598 3.8600 1.4512
H 4.3205 1.4862 0.9914
H 3.1160 0.4434 0.2061
H 3.6202 0.1143 1.8731
H 0.1806 3.3637 1.5805
H -0.0582 2.3827 3.0222
H -0.9346 1.9816 1.5402
*
```